(1)
A structure of composition C4H54O24V, computed with wB97M-V/def2-TZVPD.

The geometry in XYZ format:
```
83
C4H54O24V | the OMol25 dataset | wB97M-V/def2-TZVPD
V -0.08543 -0.17814 0.20073
C 4.17460 -1.27534 0.69746
C 2.89221 -2.11736 0.66122
O 1.76707 -1.30457 0.40636
H 4.14050 -0.50490 1.46775
H 4.24122 -0.82668 -0.29368
H 5.01186 -1.94650 0.88890
H 2.82495 -2.78197 1.52254
H 2.91030 -2.80098 -0.18757
C -4.39743 1.06334 -0.99237
C -2.95980 1.26975 -1.37974
O -1.94847 0.91393 -0.46975
H -5.10703 1.33549 -1.77372
H -4.62451 1.69969 -0.13704
H -4.57674 0.00434 -0.80667
H -2.95401 2.31192 -1.69905
H -2.71776 0.74999 -2.30676
O 1.49565 3.32078 2.03473
H 0.77898 3.95393 2.07642
H 1.86257 3.43105 1.15755
O 0.21207 4.90631 -0.78947
H 0.37587 5.78769 -1.12500
H 0.17656 4.35476 -1.57098
O 1.59234 1.09764 4.25511
H 1.34743 1.77627 4.88416
H 2.38447 1.43369 3.83579
O -2.95328 1.30139 2.30012
H -3.83329 0.95483 2.44747
H -2.68937 0.93521 1.45603
O -0.31284 -1.35284 -1.71343
H -0.84492 -1.33007 -2.50879
H 0.47339 -1.83766 -1.96446
O 0.79800 -5.04463 0.57244
H 1.47089 -4.48175 0.18953
H -0.01157 -4.78352 0.13354
O -0.28879 0.81060 2.19724
H 0.29526 1.16951 2.86530
H -1.16381 0.88592 2.57791
O -1.31524 -1.80511 1.03286
H -2.20563 -1.62558 1.33486
H -1.35328 -2.69841 0.69109
O 4.82930 2.15715 -1.09047
H 4.12977 1.55561 -1.34549
H 4.37396 2.90264 -0.69914
O 4.32012 1.24513 3.14564
H 4.11455 0.92536 2.26717
H 4.53084 2.17049 3.02099
O -3.28269 -2.34600 -1.17630
H -3.90031 -2.06772 -0.50004
H -2.61819 -1.65722 -1.19254
O 1.48653 -1.62367 3.74437
H 1.72106 -0.70212 3.85381
H 1.33940 -1.72380 2.80385
O -1.58850 -4.35473 -0.64893
H -1.75064 -5.07274 -1.26082
H -2.17054 -3.65361 -0.94201
O -1.18414 -1.44666 -4.33218
H -1.12075 -1.62171 -5.27110
H -1.42767 -2.28843 -3.94702
O 0.89852 1.94909 -0.46206
H 1.59174 1.77733 -1.09938
H 0.35003 2.61449 -0.87754
O -1.39420 1.29095 -4.71803
H -1.41318 0.39421 -4.38378
H -2.29412 1.46287 -4.99518
O -3.88657 -2.21687 1.71163
H -4.00244 -2.60506 2.57888
H -4.77454 -2.00802 1.42160
O -0.68080 -2.34234 5.25647
H -0.02817 -2.16247 4.57974
H -0.19388 -2.79488 5.94521
O 2.54344 0.63252 -2.11938
H 2.54735 -0.30447 -1.92374
H 2.34525 0.68159 -3.05455
O -0.10691 3.47797 -3.18606
H -0.02039 4.14466 -3.86744
H -0.51990 2.73582 -3.62752
O -1.88231 3.79486 0.86644
H -1.21354 4.02211 0.22043
H -2.06184 2.86775 0.71005
O 2.13184 -2.18124 -2.64299
H 2.46427 -2.12291 -1.74727
H 2.91551 -2.27821 -3.18399
```

As for the charge: 0. The relative energy (zero: lowest compared OMol25 entry of this formula, charge and spin) is 0.0 kJ/mol. As for the spin multiplicity: 4. The value obtained for the LUMO energy (alpha / beta) is -0.51 / -0.51 eV. Its gap between HOMO and LUMO (alpha / beta) is 6.310 / 7.712 eV.

---

(2)
An isolated molecule of C4H4N2O2, computed with wB97M-V/def2-TZVPD.

The geometry in XYZ format:
```
12
C4H4N2O2 | the OMol25 dataset | wB97M-V/def2-TZVPD
C 3.58870 -0.33696 0.34638
C 2.28790 0.48464 -0.17669
C 0.85614 -0.02259 -0.17786
O 0.43901 -1.23771 -0.40778
N -0.02703 0.86034 0.16548
N -1.21283 0.82336 -0.22629
C -2.01301 -0.19295 0.45505
O -3.14549 -0.43929 0.02886
H 4.75254 -0.31302 0.46789
H 0.55696 1.84902 0.05674
H -1.57125 1.01369 -1.14127
H -1.72574 -0.51234 1.39237
```

As for the SMILES: C#CC(=O)NNC=O. As for the charge: 0. The relative energy (zero: lowest compared OMol25 entry of this formula, charge and spin) is 941.4 kJ/mol. As for the spin multiplicity: 1. The value obtained for the LUMO energy is -2.03 eV. Its gap between HOMO and LUMO is 7.863 eV.

---

(3)
A structure of composition C13H23BF4NPPt, computed with wB97M-V/def2-TZVPD.

The geometry in XYZ format:
```
44
C13H23BF4NPPt | the OMol25 dataset | wB97M-V/def2-TZVPD
C -3.07748 0.32754 -3.67629
C -2.65665 -0.81258 -3.01203
C -1.55318 -0.85601 -2.14418
C -0.87765 0.38739 -1.87454
C -1.31717 1.54820 -2.54195
C -2.38756 1.52040 -3.41786
C -1.45810 -2.26123 -1.57970
C -0.41364 -2.88188 -0.62935
N 0.87863 -3.51946 -1.14512
Pt 0.66499 0.86510 -0.55050
C -0.74004 2.91336 -2.29048
P 0.79777 2.82996 -1.28104
H -3.21947 -1.73790 -3.15506
H -2.70912 2.44951 -3.88340
H -3.92434 0.30524 -4.34596
H -1.44975 3.54431 -1.74042
H -0.51846 3.46166 -3.21292
H -2.36869 -2.38138 -0.98284
H -1.60272 -3.00096 -2.39607
H -0.23864 -2.17385 0.19387
C 0.67668 3.73580 0.29111
C 2.25842 3.25820 -2.24305
H -0.93662 -3.72950 -0.15728
C 1.21707 -3.08816 -2.52928
C 1.99135 -3.14337 -0.19315
H 2.20445 0.41631 0.10137
H 1.32467 -3.95643 -3.19133
H 0.42013 -2.45080 -2.94013
H 2.16284 -2.51990 -2.54887
H 2.48723 -4.02792 0.22655
H 2.77204 -2.55840 -0.71165
H 1.62824 -2.54394 0.66027
H 2.15466 4.19235 -2.81275
H 3.11234 3.35468 -1.55541
H 2.45244 2.42884 -2.94034
H 0.00663 4.59462 0.23623
H 0.30967 3.00685 1.03020
H 1.68561 4.05395 0.57177
H 2.40377 0.72621 -0.61228
F -1.42221 -1.16834 1.86743
B -0.43464 -0.46310 2.61899
F -0.34608 0.88363 2.09907
F -0.79183 -0.44457 3.97970
F 0.83422 -1.08404 2.42336
```

As for the charge: 0. The relative energy (zero: lowest compared OMol25 entry of this formula, charge and spin) is 172.0 kJ/mol. As for the spin multiplicity: 3. The value obtained for the LUMO energy (alpha / beta) is -0.26 / -3.47 eV. Its gap between HOMO and LUMO (alpha / beta) is 7.289 / 4.707 eV.

---

(4)
The ion C3H9INO with charge +1, computed with wB97M-V/def2-TZVPD.

The geometry in XYZ format:
```
15
C3H9INO | the OMol25 dataset | wB97M-V/def2-TZVPD
C -0.47055 -1.60318 1.07861
C 0.22281 -0.39349 0.55685
O 1.48764 -0.54260 0.08171
I 0.17890 1.27049 2.08349
C -0.59153 0.43959 -0.87865
N 0.17025 1.64105 -1.18575
H -1.50647 -1.39239 1.32786
H 0.03488 -1.92979 1.98978
H -0.42448 -2.41212 0.35129
H 1.98408 -1.22149 0.55696
H -0.55759 -0.29490 -1.67671
H -1.60822 0.65592 -0.56877
H -0.29625 2.20003 -1.91133
H 1.11704 1.38620 -1.50234
H 0.25948 2.19668 -0.30298
```

As for the SMILES: C[C@](O)(I)C[NH3+]. As for the charge: +1. The relative energy (zero: lowest compared OMol25 entry of this formula, charge and spin) is 0.0 kJ/mol. As for the spin multiplicity: 1. The value obtained for the LUMO energy is -3.38 eV. Its gap between HOMO and LUMO is 10.134 eV.

---

(5)
An isolated molecule of C3H4ClNO2S, computed with wB97M-V/def2-TZVPD.

The geometry in XYZ format:
```
12
C3H4ClNO2S | the OMol25 dataset | wB97M-V/def2-TZVPD
O 2.48758 -1.92909 0.03139
C 2.28222 -0.58822 -0.13509
N 1.14467 -0.05473 -0.29879
S -0.43593 -0.78323 -0.04005
C -1.18627 0.76571 -0.02244
O -0.48361 1.83204 0.04375
C -2.50485 0.59283 0.00703
Cl -3.35170 -0.94590 -0.07700
H 1.61665 -2.15581 0.03902
H 3.13373 0.10661 -0.06633
H 0.44767 1.72162 0.26128
H -3.15017 1.43816 0.25724
```

As for the SMILES: O/C=N\S/C(O)=C\Cl. As for the charge: 0. The relative energy (zero: lowest compared OMol25 entry of this formula, charge and spin) is 95.3 kJ/mol. As for the spin multiplicity: 1. The value obtained for the LUMO energy is 0.56 eV. Its gap between HOMO and LUMO is 8.851 eV.

---

(6)
A structure of composition C42H35N8O4PbS, computed with wB97M-V/def2-TZVPD.

The geometry in XYZ format:
```
91
C42H35N8O4PbS | the OMol25 dataset | wB97M-V/def2-TZVPD
Pb 12.87853 11.59110 16.56457
C 8.15345 12.12596 19.78175
C 8.18301 12.60985 18.46528
C 8.96074 11.94177 17.53731
C 9.63199 10.78874 17.86673
C 9.56300 10.27066 19.16665
C 8.80874 10.96819 20.11795
N 10.70703 10.30040 17.04096
N 10.71795 9.09907 16.75969
C 11.88836 8.68441 16.02602
C 11.87473 7.38222 15.59018
C 12.89054 6.85964 14.76234
C 13.95387 7.72562 14.38704
C 13.97608 9.04883 14.92468
C 12.94184 9.52265 15.73523
H 7.49190 12.62928 20.49185
H 7.56574 13.46961 18.22448
H 9.06073 12.21458 16.49730
H 10.21095 9.42695 19.44677
H 8.56550 10.59714 21.08766
H 10.98820 6.81937 15.80269
H 12.81854 5.83720 14.44795
H 14.76618 7.37619 13.78746
H 14.77586 9.72906 14.67589
N 17.67431 11.88280 16.24565
C 17.92126 10.60868 16.60200
C 16.70841 10.10623 17.03497
N 15.74070 11.08532 16.93755
C 16.35164 12.16681 16.46702
C 15.67114 13.43861 16.36021
N 14.32867 13.57121 16.42188
C 14.04503 14.88303 16.23935
C 15.24388 15.58851 16.12142
N 16.23598 14.63743 16.20307
H 18.24244 12.37558 15.60082
H 18.83284 10.07180 16.50378
H 16.52815 9.11152 17.41323
H 13.01555 15.25789 16.21449
H 15.46896 16.63720 16.11485
H 17.22122 14.78076 16.41273
C 7.06711 15.94737 13.84571
C 8.58217 16.26598 13.80353
C 8.85748 17.72483 13.35564
C 9.21705 15.28744 12.80320
C 9.13525 16.02147 15.23733
C 8.77112 16.88846 16.24094
C 9.12237 16.74232 17.56339
C 9.94903 15.64901 17.88609
S 10.68604 15.25044 19.38764
C 11.50903 13.91636 18.60710
N 11.27119 13.82203 17.33089
C 10.40113 14.79976 16.86871
C 9.97723 14.99203 15.52411
C 12.31652 12.95946 19.34423
C 12.49340 13.08728 20.72726
C 13.10321 12.08397 21.43682
C 13.62124 10.95046 20.81139
C 13.54041 10.87368 19.41756
C 12.91215 11.86778 18.72644
H 6.52232 16.13778 12.89977
H 6.63486 16.59631 14.63213
H 6.87575 14.87131 14.12534
H 8.28106 18.02203 12.43666
H 9.91588 17.85026 13.18888
H 8.66618 18.46944 14.14051
H 8.92030 15.49140 11.76843
H 8.94594 14.29370 13.08586
H 10.28674 15.32332 12.77666
H 8.08155 17.66536 16.01996
H 8.71921 17.47690 18.24799
H 10.37979 14.30773 14.77290
H 12.02123 13.96438 21.18922
H 13.11916 12.16487 22.50752
H 14.18474 10.20574 21.38147
H 14.06115 10.08827 18.90580
O 13.76213 11.89361 13.92060
C 12.53568 11.99435 13.76180
O 11.77069 12.15572 14.78923
C 11.90680 11.82702 12.45978
C 12.64969 11.33174 11.40675
C 12.02058 10.94119 10.22978
C 10.67768 11.20589 10.12190
C 9.91686 11.71696 11.16300
C 10.50917 11.93966 12.37640
N 10.07307 10.92014 8.87140
O 9.09031 11.58721 8.60623
O 10.50735 9.98024 8.22010
H 13.70443 11.24569 11.51782
H 12.60866 10.59646 9.42693
H 8.86762 11.91134 10.96749
H 9.91731 12.29734 13.21796
```

As for the charge: +1. The relative energy (zero: lowest compared OMol25 entry of this formula, charge and spin) is 0.0 kJ/mol. As for the spin multiplicity: 1. The value obtained for the LUMO energy is -2.87 eV. Its gap between HOMO and LUMO is 8.037 eV.